# 1
Below is C26H32N2O2 in the gas phase, with properties calculated with wB97M-V/def2-TZVPD.

Results
* LUMO: 0.02911 Ha
* max |F|: 0.41 eV/Å
* total charge: 0
* structure (SMILES): O=C(NCC1(c2ccccc2)CCCC1)C(=O)NCC1(c2ccccc2)CCCC1

The geometry in XYZ format:
```
62
Properties=species:S:1:pos:R:3:forces:R:3
O -0.31148 -1.82572 1.98332 0.0 -0.1 0.0
C -0.50462 -0.62103 1.95401 -0.2 -0.1 0.0
N -1.67849 -0.00130 1.81447 0.0 0.4 0.1
H -1.62646 1.01042 1.76421 0.1 -0.1 0.0
C -2.92112 -0.64629 1.48085 0.0 -0.3 -0.1
H -3.72348 -0.15831 2.04126 0.0 -0.1 0.0
H -2.84038 -1.68882 1.79343 -0.1 0.0 0.1
C -3.22667 -0.57051 -0.03897 0.0 0.1 0.0
C -3.06267 0.88035 -0.44063 0.0 -0.1 -0.1
C -1.87358 1.34693 -0.99079 -0.1 0.0 0.0
C -1.70756 2.68611 -1.29643 0.1 0.1 0.0
C -2.72762 3.58775 -1.05095 0.0 0.1 0.0
C -3.90985 3.14012 -0.48775 -0.1 0.1 0.0
C -4.07192 1.80134 -0.17911 0.0 0.0 0.0
H -4.99536 1.47313 0.27505 -0.1 -0.1 0.0
H -4.70888 3.83730 -0.28128 -0.1 0.1 0.0
H -2.59953 4.63298 -1.28930 0.0 0.1 0.0
H -0.77528 3.02716 -1.72261 0.1 0.0 0.0
H -1.06282 0.65982 -1.17684 0.1 -0.1 0.0
C -2.30458 -1.53299 -0.80797 0.0 -0.1 0.1
H -2.23821 -1.21577 -1.85048 0.0 0.0 -0.1
H -1.30223 -1.58071 -0.38726 0.1 0.1 -0.1
C -3.01706 -2.87789 -0.73574 0.0 0.1 -0.1
H -2.87428 -3.32663 0.24738 0.0 -0.1 0.1
H -2.64909 -3.58011 -1.48231 0.0 -0.1 0.0
C -4.48135 -2.50710 -0.95608 0.0 -0.1 0.1
H -5.16211 -3.24142 -0.52799 -0.1 0.0 -0.1
C -4.64878 -1.12241 -0.31058 0.0 0.0 0.0
H -5.19261 -0.45780 -0.98104 -0.1 0.0 0.1
H -5.21376 -1.19433 0.61892 -0.1 0.1 0.1
H -4.68456 -2.44554 -2.02605 0.0 0.0 0.0
C 0.65240 0.38300 2.02717 0.2 0.0 0.1
O 0.45661 1.58568 2.06330 0.0 0.1 -0.1
N 1.83477 -0.23934 2.00930 0.0 -0.4 0.2
H 1.77809 -1.24742 1.91172 -0.1 0.1 0.0
C 3.09860 0.40626 1.75355 0.0 0.2 -0.1
H 3.88709 -0.21322 2.18520 0.0 0.1 0.0
H 3.08718 1.37518 2.25827 0.1 -0.1 0.0
C 3.33657 0.61244 0.23588 0.0 0.0 0.3
C 2.91889 -0.67447 -0.46063 0.0 0.0 -0.1
C 1.85082 -0.76280 -1.34341 0.0 0.1 0.0
C 1.47998 -1.97624 -1.89884 -0.1 -0.1 -0.1
C 2.16902 -3.13160 -1.58281 -0.1 -0.1 -0.1
C 3.23916 -3.06112 -0.70782 0.0 -0.1 0.1
C 3.60495 -1.84880 -0.15452 0.0 0.0 -0.1
H 4.43930 -1.81909 0.53206 0.1 0.0 0.1
H 3.78823 -3.95496 -0.44975 0.0 -0.1 0.0
H 1.87539 -4.07773 -2.01179 0.0 -0.1 0.0
H 0.64296 -2.01539 -2.58096 -0.1 0.0 -0.1
H 1.28879 0.11579 -1.61709 0.0 0.1 0.0
C 2.60656 1.86508 -0.27061 0.0 -0.1 -0.2
H 1.54160 1.71964 -0.42998 -0.1 0.0 0.1
H 2.71084 2.65718 0.47262 0.0 0.0 0.1
C 3.38053 2.24918 -1.52391 0.0 0.1 0.1
H 3.15482 3.25855 -1.86512 0.0 0.0 -0.1
H 3.16189 1.55140 -2.33363 0.0 0.0 -0.1
C 4.83326 2.09652 -1.07450 0.0 0.0 -0.1
H 5.16460 3.01518 -0.58913 0.0 0.0 0.0
H 5.50232 1.89961 -1.91096 0.1 0.1 0.0
C 4.82345 0.93682 -0.06322 0.1 0.0 0.0
H 5.33210 0.06479 -0.47134 0.0 0.0 0.1
H 5.33830 1.22441 0.85393 0.1 0.0 0.1
```
Forces are in eV/Å.

# 2
Below is 8 unconnected molecules or ions with the total composition C14H41N3O8 in a non-equilibrium geometry, with properties calculated with wB97M-V/def2-TZVPD.

Results
* LUMO: 0.00382 Ha
* max |F|: 4.11 eV/Å
* total charge: 0
* structure (SMILES): CN(C)C=O.CN(C)C=O.CN(C)C=O.CO.CO.CO.CO.CO

The geometry in XYZ format:
```
66
Properties=species:S:1:pos:R:3:forces:R:3
C 40.52300 6.49107 13.82992 -2.6 -0.9 0.1
O 40.17921 7.82576 13.52716 1.5 1.1 -0.3
H 39.57861 6.23253 14.30885 0.3 -1.3 0.7
H 40.49058 5.90088 12.91411 0.6 0.2 -0.1
H 41.34851 6.21570 14.48628 0.3 0.7 -0.3
H 40.30804 8.32602 14.33632 -0.1 0.2 -0.1
C 30.63595 12.76077 16.93037 -2.0 0.3 1.0
O 31.98089 12.56775 17.02694 2.6 -0.2 -0.5
H 30.32983 13.79103 16.74888 0.2 0.3 -0.1
H 30.15258 12.16333 16.15737 0.2 -0.3 0.1
H 30.30806 12.49950 17.93652 -1.4 -0.1 -0.3
H 32.18187 12.50457 17.96354 0.3 0.0 -0.3
C 34.06796 14.37113 6.28741 -1.3 0.1 -1.9
O 34.97538 15.17662 6.90910 1.6 1.3 1.6
H 33.07879 14.82688 6.24347 -0.4 0.0 0.5
H 34.36640 14.42466 5.24043 -0.3 -1.4 -0.4
H 33.97540 13.38090 6.73348 0.3 0.0 -0.2
H 35.46361 15.63921 6.22409 0.1 0.1 0.4
C 34.64514 18.22250 16.45355 1.9 -1.0 -1.0
O 33.78952 17.65060 15.44203 -0.1 0.8 0.9
H 34.28928 18.28499 17.48193 -0.6 -0.1 -0.4
H 35.55055 17.61563 16.44788 0.0 -0.6 0.7
H 35.17706 19.12535 16.15350 -1.1 0.8 -0.2
H 34.25108 16.89578 15.06944 -0.1 0.1 0.1
C 35.39037 10.97142 12.27981 -0.2 -0.6 1.5
O 34.68325 12.06865 12.79860 -0.5 1.5 -0.7
H 36.45880 11.17634 12.34726 0.1 -0.1 -0.3
H 35.14552 10.15305 12.95688 0.4 -0.6 -0.4
H 35.09562 10.69228 11.26824 -0.1 0.3 0.0
H 34.27849 11.93994 13.65953 0.2 -0.5 -0.2
C 29.19013 9.01640 6.73196 -1.5 -0.2 -2.4
O 28.52050 8.73445 5.70854 1.8 0.6 2.4
N 28.80953 8.78206 7.99541 -1.1 0.1 -0.2
C 29.49944 9.36288 9.09780 0.6 -0.4 1.2
C 27.48791 8.28713 8.28056 -1.2 -1.2 0.1
H 30.15838 9.54052 6.73412 0.1 -0.1 -0.5
H 29.01823 10.21666 9.57486 -0.2 0.4 -0.6
H 30.53560 9.59270 8.84947 -0.1 0.1 -0.1
H 29.50934 8.64235 9.91563 0.3 -0.3 0.0
H 27.46780 7.25130 8.61928 0.7 -0.1 0.5
H 26.97267 8.86326 9.04912 0.2 0.3 -0.1
H 26.81043 8.15432 7.43707 0.5 0.9 -0.5
C 34.72816 2.54220 8.78450 -1.2 -0.1 0.8
O 34.58980 1.32626 8.72601 0.7 1.0 -0.3
N 33.94680 3.30094 9.60926 -0.9 -0.5 0.2
C 34.04813 4.71052 9.86713 0.3 0.5 0.8
C 33.01366 2.60269 10.49680 0.5 -0.7 1.0
H 35.40709 3.19159 8.21046 0.3 -0.4 -0.2
H 34.33498 4.87159 10.90630 0.4 -0.1 0.3
H 33.07332 5.19788 9.84975 -0.1 0.0 -0.7
H 34.80395 5.23675 9.28411 -0.3 -0.2 -0.4
H 32.28199 1.92668 10.05437 0.1 0.4 -0.6
H 33.58065 1.96088 11.17112 0.3 -0.3 -0.1
H 32.50745 3.24894 11.21388 0.0 0.6 -0.6
C 42.17095 13.15763 11.52429 3.6 -0.8 -1.8
O 43.27198 12.58730 11.30598 -2.9 0.8 0.7
N 42.07670 14.47142 11.77775 -1.2 -0.5 0.3
C 43.19410 15.36835 11.89439 1.1 -0.8 0.0
C 40.79157 14.88534 12.29584 -0.3 1.4 1.1
H 41.17005 12.74089 11.33259 0.3 -0.6 0.4
H 44.10884 14.95772 11.46692 -0.4 -0.5 -0.6
H 43.51935 15.38969 12.93451 -0.4 1.0 0.3
H 43.00567 16.29735 11.35628 -0.1 0.2 0.7
H 40.97625 15.62104 13.07862 0.1 0.7 -0.4
H 40.10841 15.30494 11.55737 0.1 0.0 -0.1
H 40.24276 14.20437 12.94637 0.2 -1.0 -0.7
```
Forces are in eV/Å.

# 3
Below is a molecular structure, C28H29BFeN6Si in a non-equilibrium geometry, with properties calculated with wB97M-V/def2-TZVPD.

Results
* LUMO (spin up / spin down): -0.32032 / -0.33346 Ha
* 2S+1: 5
* max |F|: 4.04 eV/Å
* total charge: +2

The geometry in XYZ format:
```
66
Properties=species:S:1:pos:R:3:forces:R:3
C -2.46982 -1.09741 1.59922 0.5 -1.6 -0.7
N -1.38067 -1.34417 0.79279 -2.2 -1.0 1.2
N -1.44542 -2.69897 0.47216 0.2 0.9 -0.2
C -2.49928 -3.25961 1.06232 0.2 0.5 -0.1
C -3.18272 -2.28442 1.79091 0.4 0.8 0.0
B -0.38499 -3.35517 -0.46323 0.8 -0.3 0.2
N -0.18950 -2.50513 -1.75074 -0.3 1.1 -0.4
N -0.08002 -1.11496 -1.72450 0.0 -1.3 -3.3
C 0.08411 -0.71385 -3.03088 -0.2 -1.3 0.4
C 0.07002 -1.83177 -3.85395 0.1 0.3 0.2
C -0.09009 -2.93212 -3.00890 -0.2 0.4 0.2
Fe 0.00325 -0.36130 -0.05004 0.5 -0.8 2.3
N 0.97642 -3.37132 0.27393 0.1 0.2 0.1
N 1.58858 -2.21325 0.70703 -0.4 -0.3 -0.2
C 2.71084 -2.61531 1.33953 -0.2 -0.6 -0.1
C 2.81632 -4.01747 1.31622 -0.5 0.1 -0.3
C 1.69630 -4.45898 0.61829 0.4 0.9 0.4
H 3.43977 -1.96137 1.81948 -0.5 0.1 -0.3
H 1.36073 -5.44705 0.34531 0.0 0.0 0.1
H 3.57904 -4.63267 1.76357 0.0 0.1 -0.1
H -0.70582 -4.47908 -0.78384 0.0 0.5 0.2
H -0.16271 -3.98824 -3.23772 0.0 0.2 0.0
H -2.68776 -4.31747 0.90970 0.0 0.3 0.1
H 0.15784 -1.85015 -4.92602 0.1 0.0 0.0
H -4.06402 -2.39077 2.40045 0.0 -0.1 -0.1
H 0.23158 0.31323 -3.33852 -0.1 0.0 0.3
H -2.66655 -0.11842 1.99643 0.0 0.0 0.0
H 1.76555 0.01630 -0.03552 1.3 1.1 -0.7
C 1.66888 1.05011 -0.53188 -0.6 -0.5 0.4
H 2.02226 1.05847 -1.56371 0.1 -0.4 0.3
H 0.56428 1.34288 -0.59070 0.9 0.7 -0.1
H 2.19377 1.76730 0.10303 -0.3 -0.1 -0.2
C -3.92900 2.68955 5.03461 0.2 -0.1 -0.1
C -4.31421 2.42250 3.71808 0.2 0.0 -0.4
C -3.34487 2.15058 2.75274 -0.4 0.0 0.0
C -1.97483 2.14805 3.07874 0.1 -1.0 -0.1
C -1.60073 2.39227 4.40679 -0.1 -0.1 0.5
C -2.57262 2.67351 5.37345 0.3 0.1 -0.2
Si -0.74075 1.98205 1.68729 -0.7 3.8 1.3
C -1.54244 2.99731 0.34220 -0.2 -1.0 -0.8
C -1.98103 2.45537 -0.86976 0.0 0.5 -0.2
C -2.56715 3.28585 -1.83186 0.0 -0.1 0.0
C -2.74458 4.64983 -1.56520 0.1 -0.1 0.0
C -2.35129 5.19089 -0.33587 0.2 -0.5 0.2
C -1.75814 4.35571 0.61813 0.0 0.3 0.1
C 0.85963 2.82742 2.12514 0.4 -1.1 0.0
C 1.34350 3.91335 1.37778 0.2 0.2 -0.4
C 2.52559 4.56449 1.73679 -0.4 -0.1 0.0
C 3.25122 4.12137 2.84619 -0.2 -0.1 0.0
C 2.79571 3.02194 3.58270 -0.2 -0.1 0.1
C 1.61249 2.37108 3.21793 0.4 0.2 0.2
H -4.68604 2.90810 5.79199 0.3 -0.1 -0.2
H -5.36346 2.43215 3.42530 0.3 0.0 0.1
H -3.65525 1.96953 1.72102 0.0 0.0 0.3
H -0.54435 2.38918 4.66998 -0.4 0.0 0.1
H -2.26661 2.88601 6.39762 -0.1 0.0 -0.3
H -1.87285 1.37981 -1.05655 -0.1 0.3 -0.1
H -2.87604 2.85871 -2.79123 0.0 0.3 0.4
H -3.19276 5.30193 -2.31622 0.1 -0.3 0.2
H -2.48609 6.25044 -0.10204 0.0 -0.4 -0.2
H -1.44762 4.77539 1.58070 -0.1 -0.1 -0.3
H 0.78865 4.25314 0.50286 0.2 0.0 0.2
H 2.86675 5.41879 1.14715 -0.1 -0.3 0.2
H 4.17069 4.63574 3.13301 -0.3 -0.2 -0.1
H 3.35797 2.66917 4.44980 -0.2 0.1 -0.3
H 1.25468 1.50922 3.78317 0.3 0.2 0.0
```
Forces are in eV/Å.

# 4
Below is a gas-phase ion, C4H13N3 (charge +2) in a non-equilibrium geometry, with properties calculated with wB97M-V/def2-TZVPD.

Results
* LUMO: -0.23866 Ha
* max |F|: 2.01 eV/Å
* total charge: +2
* structure (SMILES): N/C(=C\[NH3+])CC[NH3+]

The geometry in XYZ format:
```
20
Properties=species:S:1:pos:R:3:forces:R:3
C -1.24780 -1.00437 -0.18316 0.9 -0.2 0.2
C 0.26936 -0.90398 -0.37430 0.4 -0.7 -0.8
C 0.75086 0.52485 -0.20566 0.6 -0.1 0.8
C 0.86121 0.94002 1.07188 -0.6 0.4 -0.1
N 1.11776 2.34591 1.43557 -1.7 0.7 -0.9
N 1.07910 1.19142 -1.34332 -0.8 -0.7 0.6
N -1.78715 -2.38691 -0.48377 0.1 0.8 -0.8
H -1.51492 -0.84853 0.85277 -0.2 0.5 0.1
H -1.66999 -0.29114 -0.87189 -0.8 0.1 0.0
H 0.50170 -1.21321 -1.40079 0.0 0.0 0.0
H 0.83671 -1.60292 0.24204 -0.1 0.2 0.3
H 0.68883 0.31290 1.93048 -0.1 0.0 -0.1
H 1.20322 2.97092 0.62988 0.6 -0.2 -0.1
H 0.33602 2.81288 1.92237 -0.1 -0.6 0.1
H 1.88615 2.46570 2.04459 1.6 0.1 0.8
H 1.22744 2.18106 -1.37725 0.3 0.0 -0.4
H 1.24492 0.60578 -2.14206 0.0 0.5 -0.4
H -1.28493 -3.08569 0.06264 -0.4 -0.3 0.2
H -1.69933 -2.63354 -1.46894 0.4 -0.1 -0.2
H -2.79913 -2.38113 -0.34108 0.0 -0.4 0.6
```
Forces are in eV/Å.